This record from OMol25 describes a 11-piece molecular cluster, C24H64F18N8O8P3 overall. The level of theory is ωB97M-V with the def2-TZVPD basis set.

Results
Net charge = +5
Highest occupied orbital energy = -21.0 eV
2S+1 = 1
Electronic energy = -130972.273 eV
Strongest force on any atom = 5.940 eV Å⁻¹

XYZ file:
```
125
Properties=species:S:1:pos:R:3:forces:R:3:mulliken_charge:R:1
H 6.6844 -0.8230 1.1314 -0.0038 -0.4931 0.0519 0.34
H 2.2546 2.8267 6.0020 -0.1858 0.0857 0.2379 0.41
H 5.9181 -0.5716 -5.7471 -0.0742 -0.3012 0.7804 0.33
H 0.5015 2.9953 -0.0714 0.4807 0.3038 -0.1491 0.22
H -1.4130 -5.2996 -2.7802 -0.2247 0.0468 0.2232 0.41
C -0.2969 1.5590 3.9421 -1.1150 -1.4782 -1.4763 0.26
C -2.1062 4.5659 -1.9449 0.3903 0.7716 -1.9884 -0.69
H -2.7089 -7.0215 0.2038 0.1132 -0.0452 0.2065 0.42
H 1.6492 -1.3954 -4.5030 0.5134 0.9357 -0.3235 0.39
N 5.0054 -0.8226 2.4186 -0.4741 -0.5516 0.0810 -0.18
N -1.8371 -4.0701 -1.0681 -0.0148 -1.5357 -0.9956 0.47
H 6.0664 -2.2731 -6.3428 0.1506 0.2014 -0.1665 0.39
N -0.7113 -2.6993 3.8821 1.2540 -0.0084 0.5654 0.45
H -2.1910 -3.0390 6.6782 0.1990 -0.1388 -0.2245 0.35
H 1.3220 1.3762 6.4336 -0.1458 -0.3260 -0.7635 0.34
C 4.1809 -1.3517 0.0164 -0.1296 -0.5827 1.6158 -0.95
F 0.8347 3.6029 -4.6415 -0.0418 0.7201 0.2663 -0.49
H -3.8623 1.8800 -0.7857 -0.6084 -0.1710 -0.1840 0.64
F -4.7123 -2.6252 3.4018 0.7460 0.3730 -1.1737 -0.38
H 0.4542 -3.4712 2.4227 0.7056 0.0546 0.0914 0.37
N -5.1452 0.4911 0.2905 0.3004 1.7520 -2.4865 0.22
C 3.7175 5.6243 -0.7240 0.3202 0.2129 -0.9682 -1.34
O -6.1333 0.8803 -1.8751 0.1417 -1.2015 4.3135 -0.39
H 6.9805 -0.0854 2.6371 0.0327 -0.3535 0.5155 0.39
F 3.0808 1.8730 -3.1037 1.1429 0.2884 1.1278 -0.41
F -1.2057 -1.4755 -0.9904 0.1527 0.9091 -0.1846 -0.52
C -6.3451 0.7408 -0.6669 -0.5555 2.5905 -3.8665 0.73
H -1.5777 -3.2533 -0.5337 0.5719 0.8589 -0.2882 -0.45
H -2.5438 0.6270 -3.9199 -0.5157 0.3812 -1.1187 0.46
O 3.1118 -0.9934 -6.7586 2.5848 -2.6740 2.8122 -0.38
H -5.2975 1.1131 1.0715 -0.0790 -0.0994 0.5616 0.45
H -0.0622 -4.2981 -2.2702 -0.1971 0.1693 0.2009 0.32
H 4.3691 6.0238 0.0531 -0.1568 -0.2274 0.3621 0.42
F -0.0171 -2.1323 0.7799 -0.3588 -2.0701 -0.3101 -0.35
H -2.0521 3.8375 -1.1358 0.2571 -0.0185 -0.3712 0.13
C -1.8181 1.4399 -3.9459 -0.3818 -0.3935 1.6479 -0.49
H -3.2416 -5.7683 1.3567 0.7243 0.1600 0.1067 0.25
H -7.8539 1.9425 0.5785 1.0495 0.2528 0.1225 0.38
H 3.5749 -2.0401 -0.5726 -0.2413 0.1344 0.4267 0.02
H -1.4607 -3.5648 -3.1358 0.0000 0.0441 0.3076 0.37
H -3.1299 4.8881 -2.1354 0.0202 -0.0809 0.3941 0.45
F 1.3186 1.4196 -4.3085 -0.9805 -0.4842 0.0311 -0.38
C 1.2820 2.3404 5.9269 0.3213 0.7483 -0.7420 -0.78
F -3.8616 -2.5656 0.2588 0.7709 -0.5497 -0.0081 -0.30
H 1.8979 4.5048 1.5463 -0.8308 0.2849 0.1464 0.37
H 3.8389 -0.3246 -0.1104 -0.1691 -0.0482 0.0772 0.33
F 0.0219 0.5292 -1.0071 -0.3780 0.0659 1.0358 -0.62
H 2.1558 2.2927 -0.4946 -0.3354 0.4618 -0.3565 0.33
H 4.2350 4.8477 -1.2873 0.0379 -0.4062 0.2361 0.38
H -3.0262 -2.3086 5.2214 0.1958 -1.1350 -0.5318 0.19
H -8.4263 1.1870 -0.8275 0.2812 -0.3243 -0.2220 0.37
N -1.6878 3.9843 -3.3180 -1.2361 -2.0261 1.3487 0.30
H -3.7082 0.1541 -1.2482 0.1626 0.1363 0.2670 0.41
C -7.6816 1.0625 -0.0413 -0.4162 -1.0969 0.0915 -1.26
H -1.4724 5.4459 -1.8361 -0.0650 -0.1615 0.5310 0.38
C 3.9966 -1.5534 -6.1089 -1.0096 3.5390 -3.3031 0.58
F -4.8778 -4.0790 1.6895 0.8202 0.5071 -0.4992 -0.37
P -0.0002 -0.8090 -0.1085 -1.4356 -1.0182 -0.5405 2.00
H -3.0283 0.8418 0.3165 -0.1078 -0.6726 -0.1080 0.07
H 3.5955 6.4144 -1.4650 -0.1187 0.1010 0.1411 0.39
H -3.7574 -5.7125 -0.2750 0.0082 0.0047 -0.1847 0.39
H -2.8309 -3.9982 -1.2335 -0.5112 0.1835 -0.0872 0.41
C -0.8213 -2.1022 5.2161 2.6713 1.5042 4.2913 0.70
H -5.1879 -0.4743 0.5845 -0.0135 -0.9786 0.6669 -0.02
F -1.0933 -0.2118 0.9681 -0.0061 0.7197 -1.0551 -0.45
F 1.1067 2.7976 -2.5604 -0.7739 0.7207 1.4669 -0.26
N 1.0537 2.2410 4.3463 -0.7869 -0.6847 1.3485 -0.13
O 0.1815 -1.5935 5.7824 -3.6872 -1.8968 -3.0322 -0.50
H 1.2770 -3.4701 4.0504 -0.3409 -0.1009 -0.0234 0.49
C -1.6436 -5.2008 -0.1024 -0.0074 -0.9354 3.1465 0.78
H 3.2227 3.8771 1.0007 0.6204 -0.2746 -0.4219 0.43
O -0.2601 0.4200 3.6090 0.9657 0.5403 0.6805 -0.25
C -3.8309 0.8533 -0.4210 -0.5075 -0.0725 0.7357 -1.03
F 1.1167 -0.3812 0.9103 2.3731 2.2300 0.3563 -0.40
H -0.7331 3.6880 -3.4620 1.1314 0.2763 0.3654 -0.22
H 2.4321 -2.0137 -3.1157 0.1047 0.0601 0.1992 0.39
H 6.8439 -1.9224 2.5800 -0.0823 0.2171 -0.0013 0.36
H 0.5000 2.9379 6.3955 0.0330 0.1220 -0.4069 0.37
H -1.5224 2.9926 2.9522 -0.0277 0.0985 -0.0013 0.29
H 5.5971 -0.7880 -7.3408 -0.2779 -0.7542 -0.3987 0.36
P -4.2230 -2.6350 1.8304 -2.7932 -0.6441 2.4810 1.32
H 5.1868 -1.4144 -0.3989 0.2060 -0.0264 0.3845 0.62
N 3.5622 -2.3013 -4.8324 -0.6432 0.8758 -0.1512 0.00
H 4.8458 -0.8633 3.4151 -0.2759 -0.9944 0.6344 0.42
C -2.8920 -5.9558 0.3415 -0.2413 -0.0107 -1.4757 -1.20
C -2.5319 2.6867 -3.5341 -3.2966 0.5163 -1.8972 0.50
H -2.4470 1.7696 3.8903 0.3169 -0.0697 -0.0052 0.25
H -1.4877 3.0414 4.7344 -0.6619 0.4313 -0.0898 0.49
C 2.6222 -1.4241 -4.0126 0.2539 -1.3783 0.7016 -1.13
H -1.9076 4.6088 -4.0808 -0.3117 0.5618 -0.2547 0.44
F -2.7365 -3.2525 2.3341 -0.7615 -0.3345 -1.1659 -0.42
F 2.7689 4.1660 -3.4041 -0.3688 -0.2977 0.0950 -0.32
F 2.8642 2.6875 -5.2187 0.3959 0.9761 0.2769 -0.33
H -1.3115 -2.1831 3.2549 -0.3359 0.4890 -0.8052 -0.10
H 1.1517 -1.9569 3.1453 -0.3482 -0.1555 -0.1280 0.15
H 3.0449 -3.1306 -5.0871 -0.1131 -0.5029 -0.4209 0.36
H -1.2475 1.0424 -3.1065 1.1989 0.6578 -0.1475 -0.23
H -7.9809 0.2231 0.5862 -0.1397 -0.1783 0.0731 0.37
C 1.5327 2.8141 0.2320 1.0808 0.2481 1.4477 -0.61
O -3.7391 2.8399 -3.5737 2.9206 -0.0649 0.8905 -0.46
H 1.5760 2.2164 1.1425 -0.4411 -0.3084 -0.0602 0.06
F -3.5340 -1.2085 2.0181 -0.0179 1.1133 -0.0016 -0.43
C 0.6691 -2.9155 3.3355 -0.1975 -0.0078 -0.1046 -0.98
H -2.4528 -1.3312 6.3356 0.6876 0.1253 0.7189 0.37
F -5.7097 -1.8982 1.4112 1.5235 -0.3458 0.3046 -0.48
C -1.5527 2.3920 3.8613 1.3411 0.4930 1.1144 -0.99
C 4.1490 -1.7990 1.5533 -1.1230 -4.4002 -0.9142 0.60
C -1.1434 -4.3114 -2.4077 0.2370 0.1571 0.3045 -0.87
H 3.1791 -0.5339 -3.7202 -0.6974 0.3227 -0.5257 0.39
H 4.6333 0.0932 2.2112 0.4472 0.5703 -0.6636 0.33
H 1.8260 1.7182 3.9586 0.0073 -0.9730 0.0864 0.32
H 4.3246 -2.5949 -4.2386 0.6043 -0.0733 -0.1218 0.38
O 3.6845 -2.8630 2.0020 2.1299 5.3778 -1.3525 -0.44
H -1.1756 -3.5955 3.9191 -0.4246 -0.6383 0.0950 0.45
F 1.0953 -1.4094 -1.1575 -0.1435 -0.2459 0.6233 -0.37
C 6.5024 -0.9606 2.1972 0.0210 0.8759 -0.8221 -0.79
C 2.3503 5.2246 -0.3149 -0.8467 2.9550 -1.7433 0.63
H -1.2650 1.5920 -4.8728 0.1535 -0.2572 0.1856 0.43
P 2.0306 2.8260 -3.8736 0.3524 -2.0838 -2.6832 1.37
O 1.3484 5.7931 -0.6721 1.2030 -2.1669 1.3294 -0.41
C -2.1669 -2.2848 5.8916 -0.4052 1.5868 -0.6558 -1.02
O -0.5808 -5.3214 0.4443 -0.6860 0.4719 -1.3884 -0.46
C 5.5085 -1.3388 -6.4043 -1.3168 -0.1376 0.5089 -1.08
N 2.2851 4.1059 0.7031 -0.8702 -0.9055 -0.5563 0.02
H 1.1385 3.1059 3.8317 -0.3595 0.9992 0.6598 0.39
```
Forces are in eV/Å.